A single C3H3BrN2O molecule at a distorted geometry, computed with ωB97M-V/def2-TZVPD.

For the energy above the lowest of the compared OMol25 structures with the same formula, charge and spin, the calculation gives 13.2 kcal per mole. The value obtained for the total energy is -2874.8673 hartree. The SMILES is N#C[C@H](Br)C(N)=O. The LUMO energy is 0.001 eV. The orbital gap is 0.38565 Eh.

Cartesian coordinates (Å):
C  1.38  -0.82  0.42
C  -0.86  0.23  0.47
C  0.06  -1.02  -0.14
N  2.34  -0.41  0.88
N  -0.59  1.29  -0.36
O  -1.62  0.17  1.38
Br  0.17  -0.97  -2.09
H  -0.31  -1.89  0.24
H  0.32  1.29  -0.84
H  -0.89  2.13  0.05